The following is a quantum chemistry calculation of C17H24N6O3 in the gas phase in a non-equilibrium geometry, from the Open Molecules 2025 dataset.

Last columns: bonded neighbours and bond lengths (Å).
Atoms and positions in Å:
1 H -3.96805 -2.61427 4.22914  N2 1.085
2 N -3.66130 -3.05689 3.28682  H1 1.085, C3 1.347
3 C -2.53291 -2.50954 2.79417  N2 1.347, N4 1.359, N5 1.443
4 N -1.64013 -1.65748 3.36391  C3 1.359, H28 1.045, H29 1.001
5 N -2.40208 -2.96559 1.43160  C3 1.443, C6 1.527, H30 0.991
6 C -1.36093 -4.05042 1.16679  N5 1.527, C7 1.639, H31 1.094, H32 1.180
7 C 0.08252 -3.29117 1.00655  C6 1.639, C8 1.617, H33 1.100, H34 1.154
8 C 0.08021 -1.95986 0.08887  C7 1.617, C9 1.562, H35 1.060, H36 1.130
9 C -0.26204 -2.23708 -1.40936  C8 1.562, N10 1.477, C25 1.518, H37 1.169
10 N 0.90361 -2.02197 -2.29044  C9 1.477, C11 1.455, H38 1.010
11 C 1.02343 -0.80471 -3.07802  N10 1.455, O12 1.280, C13 1.427
12 O 1.19476 -0.94443 -4.33884  C11 1.280
13 C 1.08651 0.57153 -2.70664  C11 1.427, N14 1.463, C15 1.554, H39 1.076
14 N 0.36073 1.49881 -3.57428  C13 1.463, H40 1.032, H41 0.977
15 C 0.79192 1.01530 -1.24640  C13 1.554, C16 1.492, H42 1.158, H43 1.204
16 C 1.02677 2.46436 -0.97780  C15 1.492, C17 1.377, C24 1.467
17 C 0.97254 3.60602 -1.74509  C16 1.377, N18 1.393, H44 1.059
18 N 1.25123 4.79884 -1.08156  C17 1.393, C19 1.408, H45 0.986
19 C 1.47561 4.50080 0.27631  N18 1.408, C20 1.377, C24 1.462
20 C 1.94696 5.08289 1.43198  C19 1.377, C21 1.412, H46 1.171
21 C 1.91369 4.27437 2.58873  C20 1.412, C22 1.416, H47 1.141
22 C 1.61963 2.89544 2.71564  C21 1.416, C23 1.401, H48 1.120
23 C 1.30614 2.24549 1.51469  C22 1.401, C24 1.431, H49 1.088
24 C 1.35179 3.04523 0.32912  C16 1.467, C19 1.462, C23 1.431
25 C -1.51418 -1.50704 -1.86126  C9 1.518, O26 1.204, O27 1.343
26 O -1.51270 -0.84372 -2.86580  C25 1.204
27 O -2.60932 -1.59769 -1.08962  C25 1.343, H50 1.043
28 H -1.05225 -1.14754 2.66720  N4 1.045
29 H -2.06872 -1.17153 4.12645  N4 1.001
30 H -3.28188 -3.41929 1.38024  N5 0.991
31 H -1.37571 -4.72631 2.02737  C6 1.094
32 H -1.85315 -4.56746 0.22739  C6 1.180
33 H 0.46977 -3.23559 2.03426  C7 1.100
34 H 0.81495 -4.02854 0.50502  C7 1.154
35 H 1.04453 -1.52584 0.00958  C8 1.060
36 H -0.47618 -1.07440 0.51677  C8 1.130
37 H -0.66295 -3.31387 -1.62704  C9 1.169
38 H 1.19003 -2.74685 -2.93267  N10 1.010
39 H 2.09327 0.94785 -2.76443  C13 1.076
40 H 0.71552 1.50375 -4.54388  N14 1.032
41 H -0.57444 1.27931 -3.75264  N14 0.977
42 H 1.60050 0.44342 -0.64703  C15 1.158
43 H -0.30147 0.69015 -0.86161  C15 1.204
44 H 0.65341 3.79291 -2.73727  C17 1.059
45 H 1.14638 5.70222 -1.46308  N18 0.986
46 H 2.18354 6.22791 1.49186  C20 1.171
47 H 2.45462 4.78282 3.45502  C21 1.141
48 H 1.71075 2.39121 3.71179  C22 1.120
49 H 1.14356 1.18644 1.32421  C23 1.088
50 H -2.49851 -1.92797 -0.10672  O27 1.043

## Properties
- SMILES: [H]/N=C(\N)NCCC[C@H](NC(=O)[C@@H](N)Cc1c[nH]c2ccccc12)C(=O)O
- Net charge: 0
- ΔE to the lowest compared entry with this formula, charge and spin: 4.677 eV
- Total energy: -33098.91730 eV
- Lowest unoccupied orbital energy: 0.013 Ha

natural (NBO) population analysis, charges in e, atoms 1 to 5: number 1, H, carries 0.332; number 2, N, carries -0.777; number 3, C, carries 0.573; number 4, N, carries -0.816; number 5, N, carries -0.690